(1)
Computed, not measured: a molecular structure, C28H24BCl7F5N6Pb, with ωB97M-V/def2-TZVPD.

Summary:
electronic energy = -5348.42016 Eh
total charge = -1
Kohn-Sham gap = 6.3 eV
relative energy (zero: lowest compared OMol25 entry of this formula, charge and spin) = 14.8 kcal per mole

Last column: Löwdin charge in e.
CARTESIAN COORDINATES (ANGSTROEM)
Pb: 0.01 0.15 -0.96  1.4033
C: 3.27 1.99 -0.70  -0.0234
C: 2.66 1.66 0.62  -0.3734
C: 3.21 1.76 1.90  -0.0060
C: 2.24 1.24 2.74  -0.3153
C: 2.31 1.10 4.22  -0.0207
N: 1.19 0.87 1.99  -0.0083
N: 1.45 1.14 0.71  -0.0671
B: -0.19 0.36 2.46  -0.5331
N: -1.24 1.35 1.93  0.0211
N: -1.50 1.45 0.62  -0.0089
C: -2.49 2.31 0.46  -0.3314
C: -3.05 2.63 -0.88  -0.0188
C: -2.87 2.81 1.71  0.0098
C: -2.05 2.18 2.62  -0.2771
C: -2.00 2.37 4.10  -0.0290
N: -0.57 -1.05 1.91  0.0360
N: -1.14 -1.22 0.70  -0.0383
C: -1.61 -2.46 0.62  -0.3365
C: -2.37 -2.94 -0.56  -0.0193
C: -1.32 -3.13 1.81  0.0209
C: -0.67 -2.20 2.60  -0.2806
C: -0.09 -2.41 3.96  -0.0220
H: 4.08 2.70 -0.58  0.0792
H: 2.52 2.39 -1.37  0.0605
H: 3.67 1.07 -1.14  0.0555
H: 4.17 2.14 2.17  0.1028
H: 3.27 1.46 4.58  0.0781
H: 2.19 0.05 4.51  0.0762
H: 1.52 1.67 4.70  0.0720
H: -0.22 0.32 3.64  0.1105
H: -2.94 1.78 -1.53  0.0602
H: -2.51 3.47 -1.32  0.0828
H: -4.10 2.91 -0.79  0.0789
H: -3.64 3.53 1.92  0.0992
H: -2.71 3.13 4.38  0.0750
H: -1.00 2.69 4.41  0.0739
H: -2.24 1.44 4.61  0.0790
H: -2.30 -2.21 -1.37  0.0511
H: -3.42 -3.08 -0.31  0.0826
H: -1.97 -3.89 -0.91  0.0674
H: -1.56 -4.14 2.06  0.1083
H: -0.33 -3.42 4.30  0.0791
H: -0.48 -1.69 4.67  0.0717
H: 0.99 -2.30 3.92  0.0700
Cl: 2.86 -1.52 1.23  0.7653
C: 2.01 -2.57 0.17  -0.7213
C: 1.33 -2.05 -0.93  -0.3626
C: 0.79 -3.02 -1.78  -0.7695
Cl: 0.01 -2.47 -3.22  0.6733
C: 0.85 -4.38 -1.55  -0.7254
Cl: 0.14 -5.52 -2.63  0.6470
C: 1.47 -4.84 -0.39  -0.7244
Cl: 1.49 -6.52 -0.02  0.6465
C: 2.07 -3.93 0.46  -0.7237
Cl: 2.86 -4.50 1.89  0.6436
Cl: 3.86 -1.45 -2.86  0.5561
C: 3.61 -0.51 -4.34  -0.9788
Cl: 2.16 0.51 -4.21  0.5549
H: 3.47 -1.21 -5.16  0.0239
H: 4.48 0.13 -4.49  0.0213
F: -2.37 -0.51 -3.58  0.0055
C: -1.97 0.76 -3.84  -0.2997
C: -0.90 1.29 -3.14  -0.2114
C: -0.59 2.60 -3.49  -0.3120
F: 0.46 3.21 -2.88  0.0186
C: -1.31 3.35 -4.42  -0.1583
F: -0.98 4.63 -4.69  0.0746
C: -2.38 2.77 -5.07  -0.1452
F: -3.11 3.48 -5.97  0.0830
C: -2.71 1.45 -4.79  -0.1548
F: -3.75 0.87 -5.44  0.0775

***

(2)
Computed, not measured: a molecular structure, C28H24Br2N3OS2V, with ωB97M-V/def2-TZVPD.

Summary:
multiplicity = 3
⟨S²⟩ = 2.020
electronic energy = -8208.87183 Eh
total charge = +2
Kohn-Sham gap (spin up / spin down) = 6.0 / 6.1 eV
relative energy (zero: lowest compared OMol25 entry of this formula, charge and spin) = 0.1 kcal per mole

Last column: Löwdin charge in e.
CARTESIAN COORDINATES (ANGSTROEM)
V: 0.04 1.33 0.74  0.6981
C: -0.87 0.90 -2.56  -0.0020
C: 0.18 1.93 -2.31  -0.2702
C: 0.70 2.72 -3.34  0.0268
C: 1.63 3.69 -3.08  0.0385
C: 2.09 3.90 -1.77  -0.1669
C: 3.06 4.86 -1.36  -0.6039
Br: 3.83 6.01 -2.63  0.8771
C: 3.44 4.95 -0.05  -0.1284
C: 2.89 4.09 0.93  -0.5951
Br: 3.44 4.24 2.71  0.8892
C: 1.96 3.15 0.57  -0.3466
O: 1.40 2.26 1.44  -0.2253
C: 1.56 3.06 -0.78  -0.1360
N: 0.61 2.10 -1.06  0.0258
H: -0.86 0.57 -3.59  0.0985
H: -1.86 1.33 -2.36  0.1030
H: -0.74 0.03 -1.91  0.0692
H: 0.34 2.56 -4.35  0.1325
H: 2.02 4.31 -3.88  0.1030
H: 4.17 5.68 0.25  0.1115
S: -2.24 1.32 1.39  0.7777
C: -2.26 -0.16 2.25  -0.5923
N: -3.06 -0.36 3.26  -0.0448
C: -3.19 -1.71 3.84  -0.0563
C: -3.07 -2.73 2.74  -0.0579
N: -1.79 -2.52 2.04  -0.0565
C: -1.05 -3.75 1.68  -0.0793
C: -0.56 -4.43 2.94  -0.2347
C: 0.38 -3.80 3.75  -0.0394
C: 0.82 -4.41 4.91  -0.0550
C: 0.32 -5.66 5.27  -0.0527
C: -0.62 -6.29 4.46  -0.0498
C: -1.06 -5.67 3.30  -0.0389
C: -1.37 -1.31 1.82  -0.5851
S: 0.15 -1.00 1.09  0.7929
C: -3.88 0.71 3.88  -0.0843
C: -3.90 0.57 5.38  -0.2535
C: -5.07 0.21 6.04  -0.0387
C: -5.07 0.08 7.42  -0.0489
C: -3.91 0.29 8.14  -0.0508
C: -2.74 0.65 7.48  -0.0535
C: -2.73 0.79 6.10  -0.0408
H: -4.16 -1.77 4.32  0.1471
H: -2.43 -1.85 4.61  0.1576
H: -3.89 -2.66 2.02  0.1584
H: -3.05 -3.73 3.16  0.1414
H: -0.24 -3.48 1.01  0.0923
H: -1.75 -4.39 1.14  0.1453
H: 0.80 -2.84 3.46  0.0995
H: 1.56 -3.93 5.53  0.1147
H: 0.66 -6.14 6.17  0.1171
H: -1.00 -7.27 4.73  0.1175
H: -1.78 -6.17 2.66  0.1212
H: -4.88 0.63 3.46  0.1505
H: -3.46 1.66 3.57  0.0905
H: -5.99 0.06 5.48  0.1213
H: -5.99 -0.18 7.93  0.1174
H: -3.91 0.19 9.22  0.1173
H: -1.83 0.83 8.05  0.1149
H: -1.82 1.09 5.60  0.1198

***

(3)
Computed, not measured: a molecular structure, C28H24Cl2FeIN7P, with ωB97M-V/def2-TZVPD.

Summary:
multiplicity = 6
⟨S²⟩ = 8.790
electronic energy = -4287.77739 Eh
Kohn-Sham gap (spin up / spin down) = 5.8 / 5.8 eV

Last column: Löwdin charge in e.
CARTESIAN COORDINATES (ANGSTROEM)
Fe: 0.33 0.21 -0.13  0.4395
C: -4.64 2.45 1.28  -0.0302
N: -3.20 2.28 1.24  -0.1230
C: -2.28 2.94 2.03  -0.0462
C: -1.05 2.49 1.65  -0.1509
N: -1.20 1.57 0.65  -0.0148
C: -2.49 1.48 0.41  -0.4495
P: -3.21 0.21 -0.70  1.1723
C: -2.04 0.46 -2.07  -0.4403
N: -0.73 0.32 -1.98  0.0025
C: -0.24 0.25 -3.25  -0.0891
C: -1.28 0.33 -4.13  -0.0381
N: -2.42 0.44 -3.38  -0.1303
C: -3.77 0.61 -3.89  -0.0329
C: -2.43 -1.24 0.10  -0.4451
N: -1.17 -1.26 0.51  0.0032
C: -0.96 -2.49 1.06  -0.1291
C: -2.11 -3.22 0.98  -0.0405
N: -3.04 -2.42 0.37  -0.1245
C: -4.42 -2.78 0.08  -0.0299
H: -4.88 3.32 1.88  0.0912
H: -5.12 1.57 1.72  0.0894
H: -5.03 2.59 0.27  0.0816
H: -2.58 3.65 2.78  0.1227
H: -0.08 2.74 2.05  0.0988
H: 0.81 0.17 -3.45  0.1155
H: -1.31 0.32 -5.21  0.1211
H: -3.73 0.68 -4.97  0.0909
H: -4.22 1.51 -3.48  0.0887
H: -4.39 -0.24 -3.61  0.0808
H: -0.01 -2.74 1.50  0.1191
H: -2.35 -4.21 1.32  0.1215
H: -4.56 -3.83 0.27  0.0912
H: -4.65 -2.58 -0.97  0.0804
H: -5.11 -2.21 0.70  0.0897
I: 1.79 2.68 -0.68  1.0499
C: 3.43 1.55 -1.38  -0.6140
C: 4.60 2.12 -1.74  -0.1559
C: 5.64 1.30 -2.23  -0.0904
C: 5.47 -0.05 -2.37  -0.0423
C: 4.24 -0.67 -2.00  -0.1781
C: 4.01 -2.06 -2.12  -0.0570
C: 2.81 -2.60 -1.75  -0.0885
C: 1.78 -1.78 -1.21  -0.1387
C: 1.98 -0.42 -1.06  -0.2801
C: 3.20 0.14 -1.48  -0.2971
H: 4.76 3.19 -1.63  0.0911
H: 6.58 1.75 -2.50  0.0993
H: 6.27 -0.66 -2.76  0.1080
H: 4.80 -2.69 -2.52  0.1027
H: 2.65 -3.66 -1.86  0.0942
H: 0.84 -2.27 -0.96  0.0699
Cl: -0.98 -0.31 3.70  0.6515
C: 0.74 -0.09 3.91  -0.5893
C: 1.23 -0.08 5.20  -0.1560
C: 2.58 0.07 5.44  -0.1272
C: 3.44 0.21 4.36  -0.1422
C: 2.95 0.21 3.07  -0.5945
Cl: 4.06 0.39 1.74  0.7178
C: 1.56 0.07 2.75  -0.4565
N: 1.12 0.10 1.50  -0.0399
H: 0.53 -0.20 6.02  0.0914
H: 2.97 0.07 6.45  0.0903
H: 4.51 0.32 4.51  0.0956

***

Number 1: strongest force on any atom 0.0387 Eh/bohr. Number 2: strongest force on any atom 0.0025 Eh/bohr. Number 3: strongest force on any atom 0.0351 Eh/bohr.